{"formula": "C32H53N7O3P2SSi2Sr", "method": "ωB97M-V/def2-TZVPD", "elements": ["Sr", "C", "N", "C", "P", "O", "O", "P", "O", "N", "C", "C", "N", "C", "C", "N", "C", "C", "H", "H", "H", "H", "H", "H", "H", "H", "H", "H", "H", "H", "H", "H", "H", "H", "H", "H", "H", "H", "H", "H", "H", "H", "C", "N", "C", "C", "N", "C", "S", "C", "C", "C", "C", "C", "N", "H", "H", "H", "H", "H", "H", "H", "H", "H", "C", "Si", "C", "C", "H", "H", "H", "H", "H", "H", "H", "H", "H", "C", "C", "C", "C", "C", "C", "Si", "C", "C", "C", "C", "C", "C", "H", "H", "H", "H", "H", "H", "H", "H", "H", "H", "H"], "xyz": [[0.2872, 1.6001, -0.3202], [-2.1141, 1.4604, -2.7574], [-2.7430, 2.6625, -2.1707], [-4.0961, 2.4554, -1.6260], [-1.8202, 3.8724, -1.5249], [-0.3666, 3.6393, -1.6227], [-2.2810, 4.0708, 0.0449], [-1.9131, 3.3217, 1.5028], [-0.4449, 3.1785, 1.5026], [-2.5341, 4.1876, 2.7304], [-1.6496, 5.1851, 3.3478], [-3.9218, 4.6449, 2.6058], [-2.8287, 1.9444, 1.4064], [-3.5590, 1.2350, 2.4560], [-2.1929, 1.0439, 0.4467], [-2.2179, 5.2661, -2.3047], [-1.4460, 6.4356, -1.8627], [-3.6355, 5.5787, -2.4868], [-2.7921, 0.6115, -2.7009], [-1.1553, 1.1460, -2.3181], [-1.8644, 1.6289, -3.8044], [-4.8530, 2.6294, -2.3940], [-4.2929, 3.1264, -0.7934], [-4.2153, 1.4323, -1.2745], [-0.6323, 4.8051, 3.3714], [-1.9847, 5.3517, 4.3712], [-1.6802, 6.1326, 2.8027], [-4.4960, 3.9557, 1.9888], [-3.9642, 5.6394, 2.1533], [-4.3777, 4.6869, 3.5953], [-3.9653, 1.9348, 3.1822], [-2.9102, 0.5312, 2.9819], [-4.3840, 0.6938, 1.9915], [-1.8776, 1.8127, -0.2487], [-2.8498, 0.3498, -0.0733], [-1.3661, 0.4668, 0.9344], [-0.3911, 6.1791, -1.8129], [-1.7795, 6.8017, -0.8855], [-1.5788, 7.2291, -2.5972], [-4.1423, 4.7456, -2.9670], [-3.7136, 6.4427, -3.1456], [-4.1365, 5.8202, -1.5420], [3.5913, 2.3126, -4.1344], [3.5070, 0.9217, -3.7498], [4.5789, 0.0884, -3.4568], [4.0672, -1.0707, -2.9911], [2.6967, -0.9246, -2.9738], [2.3499, 0.2850, -3.4354], [0.7633, 0.7550, -3.7395], [1.7564, -1.8564, -2.3847], [1.6505, -3.0633, -3.0398], [0.5019, -3.8528, -2.6841], [-0.2049, -3.5487, -1.5865], [0.3451, -2.4961, -0.6452], [1.1096, -1.4105, -1.3238], [4.5421, 2.4843, -4.6339], [3.5189, 2.9619, -3.2603], [2.7695, 2.5450, -4.8076], [5.5955, 0.3882, -3.6364], [4.5312, -1.9811, -2.6551], [2.2340, -3.2581, -3.9271], [0.1814, -4.6581, -3.3364], [-1.1071, -4.0884, -1.3245], [-0.4729, -2.0235, -0.0876], [2.4900, -0.2519, 3.3862], [0.8094, 0.1331, 2.5482], [0.0652, 1.3285, 3.8855], [-0.2933, -1.3793, 3.0044], [2.3411, -0.4933, 4.4449], [3.1612, 0.6101, 3.3282], [3.0046, -1.0918, 2.9272], [-0.0249, 0.8035, 4.8438], [-0.9341, 1.6956, 3.6269], [0.6909, 2.2128, 4.0425], [-0.2888, -1.5313, 4.0899], [0.0206, -2.3167, 2.5491], [-1.3384, -1.2255, 2.7044], [5.1806, -5.3357, -1.6014], [3.9735, -6.0170, -1.5082], [2.8967, -5.4353, -0.8570], [2.9947, -4.1583, -0.2996], [4.2199, -3.4960, -0.3880], [5.3047, -4.0753, -1.0345], [1.5473, -3.3338, 0.5642], [0.7063, -4.6597, 1.6078], [1.4684, -5.5191, 2.4018], [0.8720, -6.4957, 3.1869], [-0.5087, -6.6366, 3.1883], [-1.2859, -5.7936, 2.4070], [-0.6808, -4.8160, 1.6292], [6.0254, -5.7925, -2.1021], [3.8745, -7.0037, -1.9438], [1.9581, -5.9743, -0.7939], [4.3237, -2.5084, 0.0501], [6.2487, -3.5450, -1.0925], [2.1634, -2.3057, 1.4086], [2.5496, -5.4267, 2.4034], [1.4845, -7.1486, 3.7965], [-0.9767, -7.4026, 3.7941], [-2.3641, -5.8985, 2.4033], [-1.3039, -4.1619, 1.0297]], "atomic_forces_ev_per_a": [[3.185, -1.305, -0.498], [0.222, 0.269, -0.473], [-0.190, -0.244, 1.074], [-0.176, 0.130, -0.425], [-0.214, 0.454, -0.261], [0.205, -0.496, 0.340], [-0.318, -0.174, 0.006], [-0.423, 0.204, -0.486], [-0.025, -0.042, -0.176], [-0.116, 0.541, -0.536], [-0.003, -0.149, 0.171], [-0.002, -0.094, 0.111], [-0.169, -0.543, 0.059], [0.165, 0.344, 0.322], [-0.324, 0.328, 0.731], [-0.333, 0.189, 0.655], [0.035, -0.018, -0.096], [0.035, -0.036, -0.123], [-0.130, 0.110, 0.079], [-0.511, 0.204, -0.069], [-0.081, -0.005, -0.014], [0.013, -0.031, -0.019], [-0.003, 0.010, -0.011], [0.026, 0.007, 0.040], [0.003, 0.001, 0.004], [0.000, 0.014, -0.001], [0.009, 0.001, -0.003], [-0.014, -0.002, 0.009], [-0.006, -0.003, -0.014], [0.001, 0.018, 0.001], [0.019, 0.009, 0.001], [-0.004, -0.012, -0.006], [-0.001, -0.007, -0.006], [-0.129, -0.911, -0.857], [-0.269, 0.108, 0.190], [-0.337, 0.127, -0.148], [0.002, 0.000, 0.020], [-0.008, 0.012, -0.005], [0.016, -0.001, -0.004], [-0.012, 0.002, 0.008], [0.002, -0.005, -0.007], [-0.004, 0.008, -0.002], [-0.023, -0.025, -0.142], [0.034, -0.028, 0.306], [-0.009, -0.028, -0.138], [-0.025, 0.099, 0.138], [0.177, 0.109, 0.434], [-0.003, -0.319, -0.450], [0.028, 0.911, 0.140], [0.000, -0.300, -0.025], [-0.143, 0.097, -0.033], [0.056, -0.073, -0.030], [-0.125, 0.091, -0.017], [0.205, -0.004, 0.036], [-0.212, 0.172, -0.093], [-0.003, 0.000, -0.006], [0.008, 0.005, 0.000], [-0.001, -0.008, -0.002], [-0.001, 0.009, 0.014], [0.011, 0.017, 0.004], [0.009, -0.013, 0.014], [-0.013, 0.034, -0.036], [-0.043, 0.062, -0.030], [0.056, -0.087, 0.142], [-0.107, 0.061, 0.023], [-0.220, 0.279, 0.124], [0.039, 0.023, 0.036], [0.034, -0.010, -0.042], [-0.004, 0.020, -0.005], [-0.039, 0.022, 0.026], [0.063, -0.085, -0.070], [0.051, 0.019, 0.018], [-0.018, -0.034, 0.021], [-0.003, 0.011, -0.035], [-0.007, -0.008, -0.002], [-0.012, -0.011, 0.018], [-0.006, 0.011, 0.017], [0.002, -0.001, -0.014], [-0.007, -0.001, 0.009], [0.021, -0.003, -0.003], [0.000, -0.021, 0.035], [0.008, -0.034, 0.009], [0.001, 0.028, -0.004], [-0.006, -0.055, -0.140], [-0.056, 0.000, -0.051], [0.009, -0.010, -0.002], [0.011, 0.008, 0.010], [-0.002, -0.001, -0.008], [-0.002, -0.003, 0.004], [0.009, -0.022, 0.009], [-0.003, 0.004, -0.007], [0.001, -0.001, 0.002], [0.006, -0.006, 0.011], [0.006, -0.007, 0.020], [0.005, -0.009, 0.012], [0.101, 0.109, 0.176], [0.001, -0.012, -0.010], [-0.001, -0.001, -0.002], [0.000, 0.005, 0.006], [0.000, 0.000, 0.001], [0.002, 0.001, 0.005]], "mulliken_charge": [1.46, -0.50, 0.39, -1.08, 0.23, -0.98, 0.69, 0.97, -0.93, 0.15, -0.94, -1.09, 1.11, -0.95, 1.04, -0.02, -0.99, -0.88, 0.37, -0.44, 0.52, 0.38, 0.30, 0.42, 0.25, 0.37, 0.31, 0.33, 0.30, 0.36, 0.34, 0.24, 0.38, -3.30, 0.23, 0.10, 0.27, 0.25, 0.41, 0.24, 0.41, 0.22, -0.88, 0.20, -0.89, -0.10, 0.77, -0.10, -0.31, -0.59, -0.62, -1.01, -0.57, 0.62, 0.12, 0.30, 0.29, 0.32, 0.44, 0.40, 0.50, 0.38, 0.44, 0.15, -1.24, 0.64, -1.18, -0.67, 0.33, 0.29, 0.25, 0.52, 0.20, 0.25, 0.56, -0.46, 0.13, -0.56, -0.69, -0.38, 0.55, -0.63, -0.36, 0.34, 0.36, -0.50, -0.59, -0.44, -0.75, 0.02, 0.38, 0.40, 0.43, 0.36, 0.44, -0.56, 0.37, 0.39, 0.36, 0.40, 0.22], "fmax_ev_per_a": 3.48, "e_above_lowest_kcal_mol": 68.3, "e_homo_ev": -4.97, "molar_mass_g_mol": 821.63}